Computed, not measured: a cluster of 9 separate species, C3H22NO10S in total at a distorted geometry, with ωB97M-V/def2-TZVPD.

orbital gap = 8.2 eV
energy relative to the best compared isomer or geometry (same formula, charge and spin) = 109.2 kcal/mol
charge = -1
F_max = 0.163 Eh/bohr
multiplicity = 1
total energy = -36269.0702 eV

Last column: Löwdin charge in e.
CARTESIAN COORDINATES (ANGSTROEM)
O: 0.46437 0.66364 1.09208  -0.0323
C: -0.05024 0.34446 0.03766  -0.5731
O: -0.17633 0.91485 -1.08809  -0.0763
C: -0.50666 -1.22276 -0.03087  -0.3160
C: -0.67195 -1.97772 -1.39585  -0.4443
S: -1.51932 -3.60473 -1.08853  0.6558
N: 0.18515 -2.21096 0.83031  -0.0131
H: -1.49657 -1.11010 0.48342  0.1201
H: -1.13309 -1.44674 -2.17403  0.0274
H: 0.19659 -2.36230 -1.76692  -0.0009
H: -1.14652 -3.75275 0.19933  -0.1515
H: 0.31580 -1.74708 1.77916  0.1066
H: 1.00145 -2.51368 0.36718  0.0021
H: -1.18249 0.22918 -2.57242  0.0091
H: -2.00515 1.49487 -2.87871  0.0174
O: -2.04045 0.61939 -2.55865  -0.0595
H: -0.62362 2.23520 -1.98137  0.0504
H: -1.09552 3.32062 -1.10416  0.0327
O: -0.97683 3.24575 -2.09276  -0.1716
H: 2.83056 -2.98650 -1.53974  0.0097
H: 3.01752 -2.35318 -0.25101  0.0229
O: 2.59811 -3.17841 -0.65573  -0.0790
H: -0.90788 0.40087 2.45394  -0.0459
H: -1.68494 1.55436 1.97718  0.0415
O: -1.29168 1.15075 2.77134  -0.0376
H: 2.10217 1.34282 1.54720  -0.0893
H: 2.43165 2.80113 1.34080  0.0942
O: 2.82214 1.88572 1.58908  -0.0686
H: -2.16967 0.59502 -0.72434  0.0908
H: -3.50573 0.28419 -0.99911  -0.0893
O: -3.11650 0.37009 -0.23490  -0.0682
H: -0.86664 3.26310 2.46601  0.0316
H: -0.00048 2.72116 1.28284  0.0116
O: -0.54164 3.48943 1.57714  -0.0851
H: 3.14266 -0.74187 1.73108  0.0601
H: 4.11457 -0.52075 0.66499  0.0616
O: 3.48717 -1.19707 0.94644  -0.0442